Molecular formula: CH14O5
Method: DFT, the ωB97M-V functional and the def2-TZVPD basis

Calculated values
* largest force on an atom: 4.1 eV Å⁻¹
* HOMO energy: -11.0 eV
* LUMO level: 0.4 eV
* SMILES: C.O.O.O.O.O
* multiplicity: 1
* calculated total energy: -422.682392 Eh
* relative energy (zero: lowest compared OMol25 entry of this formula, charge and spin): 14.40 kcal/mol
* HOMO-LUMO gap: 11.4 eV

Atoms and positions in Å:
C (-1.185, -2.107, 1.981)
H (-1.840, -1.329, 1.506)
H (-1.737, -2.590, 2.785)
H (-0.218, -1.711, 2.296)
H (-0.970, -2.695, 1.190)
O (0.280, 1.431, -0.412)
H (0.770, 0.860, 0.197)
H (0.978, 1.810, -0.953)
O (1.237, -2.101, -0.726)
H (0.992, -3.006, -0.721)
H (0.540, -1.597, -1.179)
O (-1.842, 3.548, 0.286)
H (-1.270, 2.852, -0.084)
H (-1.945, 4.247, -0.422)
O (-0.617, -0.541, -1.923)
H (-1.566, -0.813, -1.833)
H (-0.677, 0.278, -1.354)
O (2.083, -0.153, 0.950)
H (1.811, -0.976, 0.553)
H (3.121, -0.158, 0.739)